(1)
C40H35GeN3O3PdS | the ωB97M-V functional and the def2-TZVPD basis

Each line ends with the Löwdin spin population.
CARTESIAN COORDINATES (ANGSTROEM)
Pd (0.722, -0.205, -1.022)  0.750
C (2.426, -1.395, 7.365)  0.000
C (1.975, -0.935, 6.007)  0.002
C (2.703, -1.251, 4.863)  0.000
C (2.291, -0.818, 3.614)  0.002
C (1.130, -0.068, 3.506)  0.001
C (0.387, 0.262, 4.631)  0.002
C (0.816, -0.173, 5.873)  0.000
S (0.604, 0.506, 1.926)  0.014
O (-0.688, 1.122, 2.103)  0.002
O (1.670, 1.284, 1.342)  0.014
N (0.520, -0.803, 0.950)  0.065
C (-0.478, -1.777, 1.122)  0.007
C (-1.042, -2.181, 2.307)  -0.001
C (-1.969, -3.244, 2.347)  0.001
C (-2.332, -3.931, 1.228)  -0.001
C (-1.786, -3.546, -0.016)  0.003
C (-2.107, -4.176, -1.239)  -0.006
C (-1.573, -3.722, -2.410)  0.005
C (-0.736, -2.596, -2.376)  0.006
N (-0.425, -1.991, -1.255)  0.109
C (-0.891, -2.457, -0.062)  0.007
H (3.312, -2.023, 7.299)  0.000
H (1.640, -1.963, 7.863)  0.000
H (2.661, -0.539, 8.000)  0.000
H (3.607, -1.841, 4.955)  0.000
H (2.863, -1.057, 2.729)  0.000
H (-0.514, 0.850, 4.519)  0.000
H (0.243, 0.084, 6.756)  0.000
H (-0.780, -1.688, 3.230)  0.000
H (-2.387, -3.522, 3.306)  0.000
H (-3.027, -4.758, 1.275)  0.000
H (-2.782, -5.023, -1.232)  0.000
H (-1.798, -4.194, -3.355)  0.001
H (-0.325, -2.172, -3.285)  0.002
O (1.256, 0.052, -3.188)  0.018
C (2.622, 0.172, -3.582)  0.003
C (3.545, -0.238, -2.455)  0.002
C (4.920, -0.176, -2.642)  0.000
C (5.748, -0.545, -1.598)  0.001
C (5.182, -0.965, -0.401)  0.000
C (3.807, -0.991, -0.301)  0.001
N (3.005, -0.642, -1.309)  0.010
H (0.669, 0.533, -3.795)  0.001
H (2.848, 1.203, -3.868)  0.000
H (2.808, -0.469, -4.448)  0.000
H (5.328, 0.161, -3.586)  0.000
H (6.823, -0.503, -1.714)  0.000
H (5.795, -1.260, 0.438)  0.000
H (3.303, -1.298, 0.606)  0.000
C (-2.212, 0.439, -5.771)  -0.002
C (-1.450, 1.546, -5.427)  0.000
C (-1.167, 1.809, -4.091)  -0.002
C (-1.640, 0.959, -3.085)  -0.006
C (-2.432, -0.133, -3.446)  -0.002
C (-2.713, -0.393, -4.779)  0.000
Ge (-1.273, 1.252, -1.190)  -0.022
C (-2.921, 1.125, -0.196)  -0.004
C (-3.737, 2.255, -0.273)  -0.001
C (-4.969, 2.272, 0.364)  0.000
C (-5.397, 1.160, 1.072)  0.000
C (-4.594, 0.032, 1.145)  0.000
C (-3.358, 0.012, 0.515)  0.000
C (-0.143, 2.768, -0.819)  0.005
C (1.050, 2.954, -1.526)  0.007
C (1.916, 3.982, -1.187)  0.001
C (1.593, 4.837, -0.147)  0.002
C (0.409, 4.664, 0.559)  0.002
C (-0.448, 3.627, 0.238)  0.000
H (-2.434, 0.237, -6.811)  0.000
H (-1.092, 2.218, -6.196)  0.000
H (-0.607, 2.700, -3.831)  0.000
H (-2.846, -0.777, -2.677)  0.000
H (-3.332, -1.240, -5.046)  0.000
H (-3.414, 3.131, -0.826)  0.000
H (-5.593, 3.154, 0.306)  0.000
H (-6.358, 1.173, 1.569)  0.000
H (-4.924, -0.837, 1.699)  0.000
H (-2.740, -0.868, 0.598)  0.000
H (1.309, 2.293, -2.344)  0.001
H (2.841, 4.116, -1.733)  0.000
H (2.267, 5.640, 0.121)  0.000
H (0.164, 5.331, 1.375)  0.000
H (-1.345, 3.466, 0.823)  0.000

Properties
Charge   +1
Spin multiplicity   2
Kohn-Sham gap (alpha / beta)   7.019 / 7.090 eV
Lowest unoccupied orbital energy (alpha / beta)   -3.38 / -3.36 eV
⟨S²⟩   0.76
HOMO level (alpha / beta)   -10.4011 / -10.4450 eV

---

(2)
C40H36AsIrN3S | the ωB97M-V functional and the def2-TZVPD basis

Each line ends with the Löwdin charge.
CARTESIAN COORDINATES (ANGSTROEM)
Ir (-0.430, -0.190, -0.753)  0.817
S (-1.455, -0.549, -2.701)  0.625
C (-2.516, -1.974, -2.685)  -0.659
C (-2.979, -2.495, -3.888)  -0.102
C (-3.728, -3.663, -3.874)  -0.064
C (-4.019, -4.317, -2.684)  -0.072
C (-3.579, -3.783, -1.481)  -0.082
C (-2.846, -2.607, -1.497)  -0.419
As (-2.237, -1.635, 0.036)  1.222
C (-3.830, -0.770, 0.684)  -0.387
C (-4.978, -0.734, -0.097)  -0.083
C (-6.087, -0.023, 0.347)  -0.062
C (-6.049, 0.639, 1.565)  -0.067
C (-4.901, 0.596, 2.347)  -0.068
C (-3.790, -0.103, 1.906)  -0.126
C (-1.702, -2.887, 1.387)  -0.365
C (-2.557, -3.251, 2.421)  -0.093
C (-2.154, -4.219, 3.332)  -0.065
C (-0.911, -4.820, 3.204)  -0.067
C (-0.060, -4.458, 2.167)  -0.070
C (-0.454, -3.490, 1.257)  -0.114
H (-2.739, -2.009, -4.826)  0.109
H (-4.078, -4.077, -4.810)  0.112
H (-4.586, -5.238, -2.696)  0.109
H (-3.809, -4.274, -0.542)  0.113
H (-5.016, -1.249, -1.048)  0.105
H (-6.981, 0.007, -0.261)  0.111
H (-6.915, 1.189, 1.908)  0.110
H (-4.870, 1.113, 3.297)  0.111
H (-2.890, -0.116, 2.511)  0.114
H (-3.529, -2.786, 2.519)  0.101
H (-2.815, -4.504, 4.139)  0.111
H (-0.603, -5.576, 3.915)  0.111
H (0.907, -4.932, 2.067)  0.108
H (0.208, -3.208, 0.445)  0.078
C (3.512, 1.716, 2.472)  -0.022
C (4.244, 2.665, 1.565)  -0.216
C (4.962, 3.738, 2.086)  -0.031
C (5.672, 4.602, 1.267)  -0.062
C (5.679, 4.414, -0.108)  -0.067
C (4.955, 3.367, -0.654)  -0.010
C (4.245, 2.507, 0.175)  -0.216
N (3.504, 1.434, -0.418)  0.156
C (2.156, 1.368, -0.400)  -0.355
N (1.492, 2.444, 0.021)  0.168
C (0.103, 2.643, 0.158)  -0.189
C (-0.851, 1.667, -0.143)  -0.251
C (-2.198, 2.059, -0.082)  -0.128
C (-2.573, 3.319, 0.320)  -0.066
C (-1.600, 4.249, 0.678)  -0.037
C (-0.261, 3.935, 0.597)  -0.211
C (0.789, 4.959, 0.944)  -0.034
N (1.511, 0.278, -0.785)  -0.081
C (2.274, -0.873, -1.178)  -0.297
C (2.580, -1.839, -0.225)  -0.050
C (3.287, -2.972, -0.594)  -0.072
C (3.680, -3.130, -1.915)  -0.061
C (3.370, -2.161, -2.858)  -0.023
C (2.661, -1.014, -2.514)  -0.220
C (2.313, 0.036, -3.530)  -0.027
H (3.953, 1.729, 3.467)  0.087
H (3.554, 0.693, 2.095)  0.079
H (2.457, 1.984, 2.575)  0.083
H (4.980, 3.882, 3.160)  0.119
H (6.229, 5.420, 1.704)  0.112
H (6.237, 5.080, -0.750)  0.111
H (4.928, 3.207, -1.724)  0.119
H (3.994, 0.654, -0.828)  0.158
H (2.073, 3.239, 0.243)  0.114
H (-2.956, 1.346, -0.370)  0.070
H (-3.621, 3.586, 0.357)  0.111
H (-1.889, 5.238, 1.009)  0.117
H (0.321, 5.858, 1.339)  0.086
H (1.375, 5.258, 0.069)  0.095
H (1.485, 4.598, 1.708)  0.083
H (2.257, -1.687, 0.799)  0.113
H (3.531, -3.725, 0.144)  0.109
H (4.231, -4.012, -2.215)  0.111
H (3.676, -2.298, -3.888)  0.118
H (2.629, -0.275, -4.524)  0.086
H (2.796, 0.990, -3.308)  0.081
H (1.236, 0.212, -3.552)  0.043

Properties
Charge   +1
Kohn-Sham gap   6.901 eV
Lowest unoccupied orbital energy   -3.18 eV
HOMO level   -10.0772 eV

---

Respective E_tot values: -4538.0530; -4448.2914 hartree.
Respective energy above the lowest of the compared OMol25 structures with the same formula, charge and spin values: 1.72; 0.00 kcal/mol.
Respective F_max values: 0.63; 0.64 eV/Å.